This record from the Open Molecules 2025 dataset describes a single CH4N2S molecule in a non-equilibrium geometry. The level of theory is ωB97M-V/def2-TZVPD.

Properties
Maximum force   0.121 hartree/bohr
ΔE to the lowest compared entry with this formula, charge and spin   82.04 kcal/mol
HOMO energy   -8.049 eV
SMILES   NNC=S

```
! RIJCOSX wB97M-V def2-TZVPD def2/J DEFGRID3
* xyz 0 1
C -1.24742 -0.48368 0.25387
N 1.40176 0.23340 -0.06135
N 0.12287 0.68933 0.11904
S -2.71802 0.07956 0.09156
H -0.88696 -1.46662 0.50122
H 1.56026 -0.09015 -0.97123
H 1.89034 -0.12392 0.72354
H -0.12284 1.16209 -0.65665
*
```


This record from the Open Molecules 2025 dataset describes a single C6H10N2O molecule in a non-equilibrium geometry. The level of theory is ωB97M-V/def2-TZVPD.

Properties
Maximum force   0.117 hartree/bohr
ΔE to the lowest compared entry with this formula, charge and spin   127.08 kcal/mol
HOMO energy   -8.207 eV

```
! RIJCOSX wB97M-V def2-TZVPD def2/J DEFGRID3
* xyz 0 1
C -3.01212 0.00871 0.11970
C -0.51933 0.56182 -0.78470
C 0.86571 1.00759 -0.33535
C 0.69332 -0.31193 0.94871
C 1.60923 -0.27294 -0.32507
C -0.59829 -0.62963 0.27771
H -3.36882 -0.81303 -0.51401
H -3.66697 0.83208 -0.18239
H -3.46588 -0.43626 1.10100
H -0.85089 0.33948 -1.71305
H 1.50154 1.96140 -0.62896
H 1.13480 -1.03892 1.72745
H 1.34523 -0.97909 -1.08178
H 3.58189 -0.13538 -0.81043
H 3.29612 0.39191 0.69416
H -0.79245 -1.73064 0.19698
N -1.60281 0.41889 0.22771
N 3.02129 -0.31047 -0.04233
O 0.82843 1.13641 1.12464
*
```


This record from the Open Molecules 2025 dataset describes a molecular structure, C35H37BrHfNO6Se in a non-equilibrium geometry. The level of theory is ωB97M-V/def2-TZVPD.

Properties
Maximum force   0.042 hartree/bohr
ΔE to the lowest compared entry with this formula, charge and spin   6.81 kcal/mol
HOMO energy   -10.193 eV

```
! RIJCOSX wB97M-V def2-TZVPD def2/J DEFGRID3
* xyz 1 1
Hf -0.12785 -0.17629 0.43107
C -2.15130 0.30996 3.47047
C -0.92307 -0.45935 3.05368
C -0.99436 -1.63053 2.25356
C -2.30962 -2.15927 1.69957
C 0.13007 -2.48943 2.18365
C -0.02801 -3.83374 1.52015
C 1.32443 -2.14072 2.82061
C 2.47325 -3.11421 2.82991
C 1.44098 -0.89869 3.45871
C 2.78639 -0.45116 3.96824
C 0.30759 -0.09291 3.63325
C 0.34576 1.12969 4.51258
H -3.02776 0.08250 2.87744
H -1.99115 1.38280 3.40618
H -2.37649 0.06572 4.51277
H -2.32479 -2.18646 0.60583
H -3.15824 -1.57960 2.03880
H -2.46081 -3.18041 2.04847
H -0.60500 -3.76546 0.60188
H -0.54491 -4.51688 2.19966
H 0.93200 -4.27419 1.26691
H 2.97477 -3.14263 1.85679
H 2.12286 -4.12003 3.05341
H 3.21485 -2.85293 3.57767
H 2.99464 -0.84745 4.96450
H 2.84116 0.63261 4.01850
H 3.57232 -0.78824 3.29495
H 0.25089 2.03868 3.91297
H 1.25790 1.18854 5.09633
H -0.48443 1.11563 5.21661
O 2.77809 3.16557 0.60227
C 1.93180 2.19516 0.36731
O 1.20655 1.70004 1.22119
C 1.81953 1.74872 -1.03857
C 2.60806 2.09120 -2.11982
C 2.28215 1.55692 -3.36482
C 1.17497 0.73022 -3.50396
C 0.43218 0.43981 -2.37065
N 0.76628 0.93811 -1.18473
C -0.81779 -0.45386 -2.32981
O -1.20543 -0.97492 -3.34003
O -1.34057 -0.53134 -1.13194
H 2.73411 3.44570 1.52824
H 3.46272 2.74005 -1.98952
H 2.89480 1.78908 -4.22522
H 0.88541 0.29962 -4.45245
Br 7.05618 -1.08887 -1.23463
C 5.33142 -1.74262 -1.67396
C 5.15470 -2.50985 -2.81728
C 3.88950 -2.98701 -3.13234
C 2.80782 -2.69623 -2.31936
C 2.99866 -1.91554 -1.18196
C 4.26419 -1.43568 -0.85245
C 1.84155 -1.51543 -0.36569
O 1.95791 -0.64624 0.56077
O 0.67596 -1.93689 -0.60643
H 5.99992 -2.73025 -3.45460
H 3.75051 -3.58164 -4.02506
H 1.81743 -3.06599 -2.55146
H 4.39963 -0.83640 0.03770
C -5.72506 2.69615 -4.01434
C -4.71196 2.47969 -2.92527
C -4.97891 1.63532 -1.85629
C -4.06522 1.44006 -0.82879
C -4.41620 0.51563 0.30166
C -2.84103 2.11343 -0.87946
Se -1.58510 1.94229 0.60605
C -2.54415 2.97465 -1.93931
C -1.25339 3.74852 -2.03411
C -3.48780 3.13242 -2.94773
H -6.66081 2.19139 -3.78159
H -5.35661 2.31954 -4.96995
H -5.93181 3.75983 -4.13988
H -5.93071 1.11731 -1.81990
H -5.39316 0.06100 0.14706
H -4.42825 1.06390 1.24587
H -3.66519 -0.27076 0.36709
H -0.89170 4.02208 -1.04319
H -1.40377 4.66101 -2.60943
H -0.48520 3.16073 -2.53948
H -3.26431 3.79879 -3.77483
*
```


This record from the Open Molecules 2025 dataset describes a single C9H9F7O8S3 molecule in a non-equilibrium geometry. The level of theory is ωB97M-V/def2-TZVPD.

Properties
Maximum force   0.221 hartree/bohr
HOMO energy   -9.645 eV
SMILES   C=CC[C@@H]1OS(=O)(=O)O[C@@]1(S(C)(=O)=O)S(=O)(=O)C(F)(F)C(F)(F)C(F)(F)F

```
! RIJCOSX wB97M-V def2-TZVPD def2/J DEFGRID3
* xyz 0 1
C 4.32645 1.32792 -0.17504
C 3.35522 0.73899 -1.13599
C 2.27578 -0.46917 -0.79914
C 0.89216 0.11295 -0.06115
O 1.48456 0.66002 1.20281
S 1.61030 -0.60694 2.34845
O 3.00461 -1.21273 2.66552
O 1.02055 -0.37841 3.76148
O 0.44985 -1.61407 1.61004
C -0.19591 -1.02246 0.39109
S -0.43226 -2.57000 -0.66071
C -1.22834 -2.25585 -2.33143
O 0.89244 -3.37693 -0.88965
O -1.38612 -3.56830 0.10454
S -1.87219 -0.53704 1.06296
O -3.01085 -1.00039 0.07221
O -2.09455 -1.43758 2.34209
C -2.03776 1.22560 1.64610
F -3.36467 1.33373 2.36059
F -1.01309 1.53934 2.70180
C -1.94161 2.38377 0.49861
F -0.53664 2.91165 0.32169
F -2.70928 3.56679 1.04366
C -2.64707 2.02586 -0.93572
F -4.10188 1.65392 -0.76758
F -1.90257 1.06777 -1.78486
F -2.68306 3.32050 -1.71429
H 5.43291 1.57462 -0.48130
H 3.96740 1.60254 0.92605
H 3.36778 1.14907 -2.25483
H 1.99291 -0.93996 -1.85910
H 2.75910 -1.36752 -0.19037
H 0.57159 0.93363 -0.86610
H -0.40577 -2.07608 -3.17649
H -1.77834 -3.26677 -2.64366
H -2.06167 -1.42847 -2.33226
*
```


This record from the Open Molecules 2025 dataset describes a molecular structure, C18H48ClF6NO16S2Zr in a non-equilibrium geometry. The level of theory is ωB97M-V/def2-TZVPD.

Properties
Maximum force   0.128 hartree/bohr
ΔE to the lowest compared entry with this formula, charge and spin   33.49 kcal/mol
HOMO energy   -13.402 eV

```
! RIJCOSX wB97M-V def2-TZVPD def2/J DEFGRID3
* xyz 2 1
Zr -2.54362 1.76871 1.93531
Cl -0.38421 -0.78109 0.01183
O -1.14033 -1.61669 -0.86152
O 0.01968 0.34432 -0.80248
O -1.28729 -0.18062 0.99922
O 0.69899 -1.38426 0.67220
C -3.45720 -2.50374 2.45150
F -2.96893 -2.54124 1.25138
F -4.44170 -3.32814 2.59904
F -2.54108 -2.74201 3.33692
S -4.21758 -0.72103 2.74660
O -4.17803 0.07032 1.52224
O -5.46801 -0.85884 3.38661
N -2.89356 0.31768 3.39463
S -2.92053 -0.17329 4.99257
O -3.38445 0.98980 5.70878
O -3.49296 -1.42491 5.36472
C -1.11516 -0.34513 5.46530
F -1.05202 -0.99902 6.59450
F -0.44459 -0.93363 4.47538
F -0.58938 0.86020 5.63443
C 2.87388 3.50337 -1.56033
C 1.37296 3.46864 -1.32902
O 1.21108 3.62763 0.10120
H 3.35448 2.71991 -0.97082
H 3.38046 4.43338 -1.29446
H 3.13841 3.30258 -2.60218
H 1.03031 2.48005 -1.62079
H 0.90009 4.26022 -1.91089
H 1.62359 4.42905 0.43815
C -4.04223 0.03320 -1.67483
C -4.31239 1.34937 -0.97903
O -3.07234 1.85762 -0.33795
H -3.20198 0.14830 -2.36374
H -4.89320 -0.14014 -2.33476
H -3.76769 -0.77882 -1.00654
H -5.11363 1.32307 -0.24178
H -4.68249 2.09145 -1.68968
H -2.48728 2.05913 -1.16413
C 1.32170 0.53276 -3.99307
C 0.11619 -0.18188 -4.54061
O -1.00112 -0.12378 -3.62433
H 1.08459 1.55200 -3.67200
H 2.00522 0.73114 -4.82505
H 1.88651 0.00662 -3.22503
H 0.30133 -1.23960 -4.74145
H -0.15176 0.23676 -5.50978
H -0.68434 -0.51692 -2.79802
C -2.86662 3.12494 -4.17347
C -2.01800 3.55064 -2.97315
O -1.52811 2.38585 -2.30313
H -2.28592 2.80793 -5.04268
H -3.52504 3.90954 -4.54723
H -3.46593 2.24301 -3.93803
H -2.65333 4.12958 -2.30222
H -1.17654 4.15524 -3.31384
H -1.11822 1.73877 -2.90991
C 6.21208 0.19308 0.34628
C 4.86027 -0.40372 0.14343
O 3.92737 0.17219 1.05859
H 6.39430 0.10430 1.42067
H 6.23546 1.27434 0.19241
H 6.92908 -0.29122 -0.31131
H 4.86463 -1.48286 0.35169
H 4.51875 -0.35304 -0.90025
H 3.07730 -0.22916 0.85580
C 1.41956 2.37481 3.65317
C 0.69804 1.59615 2.58052
O -0.38987 2.41152 1.96803
H 1.45554 3.42986 3.35603
H 2.47023 2.09854 3.71868
H 0.93924 2.43090 4.62869
H 0.30353 0.62501 2.87686
H 1.38142 1.34749 1.76686
H 0.12657 3.00705 1.35582
C 1.19259 -3.46455 -3.19451
C 0.39959 -4.40204 -4.10573
O 1.20475 -4.99963 -5.08934
H 1.63524 -2.60738 -3.70452
H 2.08239 -3.97676 -2.81594
H 0.54997 -3.22483 -2.34641
H -0.34277 -3.77276 -4.60815
H -0.08336 -5.15839 -3.48415
H 1.22949 -5.95588 -5.05504
C 2.47952 -3.96695 4.74524
C 1.74037 -3.75716 3.40536
O 0.35808 -3.51298 3.52779
H 1.82165 -4.59072 5.35300
H 2.82065 -3.04952 5.22141
H 3.38611 -4.56576 4.64486
H 2.05801 -4.58299 2.76132
H 2.18788 -2.89636 2.89108
H 0.10568 -2.84859 2.88716
*
```